No. 1
91
Properties=species:S:1:pos:R:3:forces:R:3:lowdin_charge:R:1 method="wB97M-V/def2-TZVPD" relative_energy_kj_mol=18.6 charge=+1 homo_lumo_gap_ev=8.132 energy_ev=-77671.364
Al -1.224 0.286 -0.797 0.1226 0.0141 0.0347 0.101
C -2.636 1.198 -4.905 0.0656 -0.1084 0.0572 -0.266
P -2.926 0.748 -3.152 -0.1775 0.2935 0.0330 0.855
C -3.769 2.277 -2.569 0.0261 -0.0639 -0.0144 -0.250
C -4.383 -0.368 -3.316 0.1420 -0.1052 0.1721 -0.403
C -4.793 -0.938 -1.950 0.1196 0.0792 -0.0577 -0.390
P -3.309 -1.491 -1.010 -0.0703 -0.0668 -0.0702 0.862
C -4.078 -2.364 0.398 0.0647 0.0999 0.0148 -0.235
C -2.722 -2.880 -2.051 0.0008 0.0421 0.0557 -0.236
H -3.592 1.359 -5.405 0.0237 0.0212 -0.0384 0.047
H -2.088 0.402 -5.412 -0.0308 0.0366 0.0141 0.046
H -2.041 2.109 -4.972 -0.0024 -0.0423 0.0348 0.030
H -4.528 2.593 -3.287 -0.0006 0.0195 0.0163 0.055
H -3.043 3.084 -2.446 -0.0203 -0.0206 0.0038 0.042
H -4.252 2.109 -1.604 0.0171 -0.0021 -0.0438 0.036
H -4.092 -1.177 -3.989 -0.0058 -0.0251 -0.0109 0.081
H -5.200 0.175 -3.792 -0.0733 -0.0172 -0.0212 0.087
H -5.485 -1.775 -2.060 -0.0462 0.0023 -0.0403 0.087
H -5.298 -0.177 -1.350 0.0090 0.0019 0.0044 0.083
H -4.772 -3.126 0.042 -0.0139 -0.0173 0.0368 0.051
H -4.617 -1.647 1.019 0.0103 -0.0252 -0.0126 0.049
H -3.305 -2.834 1.008 -0.0087 0.0251 -0.0411 0.040
H -3.561 -3.457 -2.447 0.0247 -0.0262 0.0184 0.055
H -2.098 -3.538 -1.443 0.0037 0.0167 -0.0207 0.053
H -2.110 -2.506 -2.872 -0.0321 -0.0099 0.0007 0.043
C 3.477 4.340 -4.275 -0.0098 0.0404 0.0205 -0.072
C 2.829 4.887 -3.004 -0.0433 -0.1626 0.0088 -0.407
C 3.359 4.185 -1.756 -0.0174 0.0201 0.0141 -0.073
C 1.296 4.841 -3.068 0.1470 -0.0786 -0.0330 -0.088
N 0.727 3.503 -2.847 0.2016 0.1764 -0.2291 -0.069
C 0.120 3.020 -1.772 -0.0961 -0.0613 0.1164 -0.095
N -0.231 1.780 -2.028 -0.0387 -0.2192 -0.3417 -0.016
N 0.184 1.510 -3.294 0.1605 0.3551 0.1750 0.047
N 0.766 2.539 -3.789 -0.2889 -0.1397 0.3617 0.109
H 4.565 4.374 -4.188 -0.0567 0.0080 -0.0049 0.084
H 3.191 4.929 -5.148 0.0021 -0.0534 0.0341 0.084
H 3.185 3.303 -4.454 0.0211 0.0182 0.0103 0.068
H 3.068 5.951 -2.925 -0.0138 0.0311 -0.0162 0.139
H 3.253 3.101 -1.843 -0.0147 0.0276 0.0192 0.067
H 2.838 4.510 -0.850 0.0398 -0.0181 -0.0374 0.081
H 4.420 4.401 -1.627 -0.0434 -0.0199 -0.0009 0.087
H 0.941 5.184 -4.037 -0.0574 -0.0036 -0.0271 0.132
H 0.866 5.477 -2.298 -0.0582 0.0047 0.0544 0.131
H -0.064 3.556 -0.853 0.0205 -0.0546 -0.0889 0.151
F -1.907 2.939 0.426 -0.2177 -0.2739 0.0715 0.116
B -2.379 1.661 0.332 -0.0285 0.5390 -0.0070 -0.649
F -3.512 1.489 1.022 0.1603 -0.0790 -0.1473 0.159
C -0.456 0.944 2.744 0.0091 0.0768 -0.0911 0.026
C 0.661 1.019 1.759 0.1291 -0.0770 -0.0376 -0.332
N 0.581 0.899 0.445 0.1094 -0.0583 -0.0538 0.077
C 1.883 0.951 -0.035 -0.2032 0.0140 -0.0597 -0.107
C 2.743 1.131 0.995 -0.0765 -0.0285 0.1134 -0.054
N 1.951 1.172 2.123 -0.0353 0.1348 -0.0906 0.124
H -1.208 0.238 2.394 0.0100 -0.0044 0.0062 0.076
H -0.932 1.917 2.882 0.0225 -0.0256 0.0011 0.097
H -0.086 0.598 3.709 0.0240 -0.0095 0.0197 0.092
H 2.103 0.806 -1.081 -0.0259 0.0469 0.0514 0.115
H 3.816 1.210 1.032 -0.0771 -0.0058 0.0095 0.123
H 2.271 1.263 3.072 0.0112 -0.0579 0.0614 0.158
C 0.159 -2.811 7.059 0.0626 0.0194 -0.0297 -0.044
C 1.004 -2.376 5.888 -0.0259 -0.0056 0.0640 -0.225
C 2.186 -1.679 6.110 -0.0188 0.0231 0.0188 -0.047
C 2.983 -1.273 5.048 -0.0079 0.0178 -0.0009 -0.080
C 2.594 -1.550 3.750 0.0256 -0.1161 -0.0715 -0.061
C 1.417 -2.259 3.512 -0.0253 -0.0059 -0.1364 -0.200
N 0.951 -2.487 2.186 0.2744 -0.0314 0.1545 0.111
C 1.721 -2.759 1.079 0.0440 0.1298 0.1159 -0.168
C 2.971 -3.399 1.191 -0.1211 0.0240 0.0319 -0.014
C 3.739 -3.651 0.076 -0.0073 0.0465 -0.0350 -0.058
C 3.310 -3.279 -1.203 0.0954 -0.0849 0.0619 -0.076
C 2.093 -2.661 -1.332 -0.1645 -0.0755 -0.0676 -0.016
C 1.279 -2.403 -0.216 -0.0701 -0.0242 -0.1529 -0.072
C 0.060 -1.629 -0.423 -0.0015 -0.0393 -0.0370 -0.498
O -0.792 -1.398 0.485 0.1241 0.0141 -0.1483 -0.040
O -0.140 -1.005 -1.548 0.1848 -0.0392 0.2302 -0.009
C 0.613 -2.682 4.576 -0.0841 -0.0522 -0.0247 -0.164
C -0.660 -3.447 4.310 0.0733 0.0362 0.0007 -0.027
H 0.577 -2.439 7.994 -0.0215 -0.0078 -0.0367 0.078
H 0.108 -3.900 7.128 -0.0029 0.0403 -0.0027 0.087
H -0.866 -2.443 6.974 0.0272 -0.0134 -0.0041 0.087
H 2.485 -1.451 7.127 -0.0176 -0.0281 -0.0504 0.112
H 3.904 -0.733 5.236 -0.0244 -0.0367 -0.0023 0.105
H 3.198 -1.227 2.911 0.0022 -0.0500 0.0048 0.104
H 0.046 -2.097 1.973 -0.1164 -0.0435 -0.0437 0.104
H 3.312 -3.713 2.167 0.0120 0.0329 0.0295 0.118
H 4.694 -4.149 0.198 -0.0604 0.0044 0.0033 0.112
H 3.921 -3.489 -2.072 -0.0284 0.0262 0.0450 0.106
H 1.722 -2.367 -2.307 0.0291 0.0308 0.0516 0.124
H -1.529 -2.780 4.266 0.0406 -0.0237 0.0031 0.091
H -0.854 -4.173 5.097 -0.0070 0.0215 -0.0090 0.075
H -0.602 -3.981 3.362 -0.0040 0.0265 0.0300 0.079



No. 2
57
Properties=species:S:1:pos:R:3:forces:R:3:lowdin_charge:R:1 method="wB97M-V/def2-TZVPD" spin_multiplicity=3 relative_energy_kj_mol=200.8 charge=+1 homo_lumo_gap_ev="5.435 / 5.604" energy_ev=-56864.796
C 2.632 -2.132 2.969 -0.6557 -1.2155 0.7650 -0.072
C 2.441 -1.340 1.859 0.0614 0.3245 -2.7649 -0.213
C 2.304 -2.042 0.594 -0.7154 -0.0700 0.9060 -0.184
C 1.704 -3.366 0.597 -0.2931 -0.1622 2.1324 -0.145
C 1.491 -3.989 1.864 0.8299 0.7304 -1.7749 -0.001
C 2.178 -3.439 2.978 -0.1180 -0.3631 0.3513 -0.063
C 1.154 -3.874 -0.621 -1.3906 0.4040 0.7693 0.033
C 1.217 -3.061 -1.774 -0.2323 1.6396 -1.9903 -0.154
C 1.880 -1.754 -1.688 -1.2550 -0.6208 -0.7059 -0.171
C 1.651 -0.769 -2.715 1.0063 -0.3987 2.2716 -0.227
C 1.297 -1.239 -3.954 -1.0065 -1.1717 -1.0692 -0.061
C 0.746 -2.521 -4.096 0.1430 0.4428 -0.1431 -0.062
C 0.513 -3.336 -2.977 0.9722 -0.2572 0.9551 -0.019
H 3.067 -1.704 3.841 0.1591 0.2095 0.6989 0.112
H 0.902 -4.910 1.913 0.4821 0.2136 0.0987 0.117
H 2.326 -4.090 3.844 -0.1345 0.4651 -0.1129 0.114
H 0.197 -4.421 -0.497 1.0232 -0.4045 -0.2373 0.134
H 1.400 -0.592 -4.812 -0.1584 0.0607 -0.1793 0.116
H 0.503 -2.906 -5.084 -0.2027 0.2685 0.1709 0.109
H -0.107 -4.241 -3.026 0.4492 0.3176 -0.1942 0.118
N 2.490 -1.378 -0.547 -0.2004 1.5016 0.3488 0.176
Au -1.891 0.835 0.464 2.7843 0.7651 0.8917 0.308
C 2.242 0.166 1.911 -0.4416 -0.5492 0.0787 -0.226
H 2.683 0.696 1.064 -0.0316 -0.2039 -0.0697 0.070
H 2.665 0.572 2.846 -0.3293 -0.0193 -0.2382 0.096
C 1.700 0.706 -2.365 -0.1933 -0.3143 -0.0163 -0.263
H 2.512 0.948 -1.672 -0.0588 -0.1432 -0.1147 0.078
H 1.770 1.331 -3.262 0.1271 -0.0984 0.0624 0.091
P 0.333 0.565 1.911 0.7788 -0.2366 0.7309 0.822
P 0.096 1.209 -1.501 0.4079 -0.4874 -0.2561 0.794
C -1.037 1.332 -2.920 -0.0567 0.1271 -0.2100 -0.286
H -1.976 1.810 -2.601 0.2756 -0.0825 -0.1754 0.025
H -0.568 1.919 -3.718 -0.2656 -0.0736 -0.0365 0.051
H -1.267 0.326 -3.286 0.0177 0.1482 -0.0349 0.043
C 0.424 2.960 -1.153 0.2596 0.2360 -0.3566 -0.301
H 0.491 3.497 -2.104 0.1317 0.2105 0.2009 0.053
H -0.383 3.378 -0.550 0.1201 0.0816 -0.0993 -0.012
H 1.366 3.051 -0.603 -0.1358 0.0967 -0.1441 0.039
C -0.152 -0.128 3.529 -0.2833 0.0474 0.2084 -0.289
H 0.522 0.165 4.346 -0.1629 -0.0542 -0.1936 0.053
H -1.177 0.232 3.743 0.4756 -0.1946 -0.0006 0.044
H -0.182 -1.222 3.461 0.0035 0.2172 0.0461 0.039
C 0.350 2.367 2.260 0.0251 0.1272 -0.0205 -0.297
H -0.682 2.724 2.104 0.5476 0.0576 0.2860 -0.006
H 0.675 2.556 3.288 0.0364 0.1612 -0.1728 0.051
H 1.003 2.886 1.542 -0.2179 -0.1280 0.3779 0.029
H -2.070 -0.734 0.205 -0.2852 -2.6729 -1.0491 -0.018
H -1.990 -0.724 -0.650 -0.1838 -0.0334 0.9188 0.103
C -3.973 3.511 1.579 0.4205 0.3637 0.4731 -0.330
S -3.004 2.808 0.216 -1.2963 0.4131 -0.0540 0.714
C -4.322 1.755 -0.474 -0.3840 -0.1108 -1.1071 -0.384
H -3.284 3.702 2.413 -0.3016 -0.0263 -0.1888 0.046
H -4.764 2.824 1.885 0.2646 0.0867 0.0002 0.049
H -4.404 4.465 1.251 0.1084 -0.2842 0.0055 0.056
H -5.000 1.464 0.323 0.0249 -0.0003 -0.0830 0.045
H -4.841 2.307 -1.259 -0.1941 -0.1061 0.0967 0.053
H -3.847 0.847 -0.891 -0.7510 0.7659 -0.0522 0.000



No. 3
17
Properties=species:S:1:pos:R:3:forces:R:3:lowdin_charge:R:1 method="wB97M-V/def2-TZVPD" relative_energy_kj_mol=142.2 homo_lumo_gap_ev=8.559 energy_ev=-16650.320
C -0.435 0.971 1.039 0.1790 0.0894 -0.4445 0.004
N -0.377 0.118 0.112 -1.2347 -0.2252 0.5196 -0.105
C -1.629 -0.250 -0.551 0.0830 0.2806 -0.2111 -0.277
C -2.093 -1.640 -0.136 0.1165 0.2320 0.1051 -0.084
H 0.464 1.217 1.590 0.0524 0.0383 0.0672 0.075
H -1.357 1.519 1.248 -0.0399 -0.0787 0.2299 0.087
H -1.440 -0.209 -1.625 -0.0347 -0.0900 -0.0019 0.115
H -2.407 0.487 -0.326 -0.0334 0.0404 0.0244 0.102
H -1.352 -2.390 -0.407 -0.0513 -0.0832 -0.0270 0.076
H -2.249 -1.679 0.943 0.0437 -0.0128 0.0006 0.074
H -3.046 -1.859 -0.615 0.0594 -0.1100 -0.0957 0.073
C 3.039 0.929 -0.063 0.1738 -0.2174 -0.1254 -0.529
S 2.361 -0.485 -1.003 -1.1061 -0.0025 0.0874 0.493
H 3.780 1.449 -0.670 -0.0822 -0.1024 -0.1010 0.011
H 2.278 1.657 0.197 -0.1441 0.0015 0.0615 -0.004
H 3.552 0.570 0.828 -0.1521 0.0816 0.1049 0.011
H 0.911 -0.406 -0.562 2.1706 0.1585 -0.1940 -0.121



No. 4
89
Properties=species:S:1:pos:R:3:forces:R:3:lowdin_charge:R:1 method="wB97M-V/def2-TZVPD" relative_energy_kj_mol=50.9 charge=-2 homo_lumo_gap_ev="3.878 / 4.337" energy_ev=-213912.941
Cs -0.972 0.342 -1.443 -0.0748 0.8273 0.2848 0.875
O -5.372 4.254 3.458 0.0016 0.0101 -0.0042 -0.093
C -5.373 3.560 2.208 0.0147 -0.0033 0.0148 -0.245
C -4.188 3.900 1.301 -0.0117 0.0127 0.0066 -0.604
C -4.362 5.328 0.751 -0.0038 -0.0250 -0.0004 -0.272
O -5.338 5.411 -0.270 0.0542 -0.0430 -0.0788 -0.106
C -2.847 3.898 2.029 0.0485 0.0053 -0.0636 -0.550
Se -2.484 2.441 3.267 -0.0417 -0.0184 0.0240 0.737
C -4.180 2.862 0.169 0.0895 -0.0753 -0.0153 -0.619
Se -3.018 3.297 -1.369 -0.1148 0.0313 0.0315 0.308
H -4.725 3.803 4.014 -0.0002 -0.0052 -0.0029 0.021
H -6.287 3.853 1.690 -0.0041 -0.0103 0.0010 0.127
H -5.407 2.479 2.380 -0.0045 -0.0017 0.0005 0.106
H -3.396 5.679 0.374 0.0057 0.0014 0.0054 0.097
H -4.683 5.983 1.566 0.0017 -0.0007 0.0018 0.122
H -4.921 4.973 -1.039 -0.0443 0.0213 0.0692 0.006
H -2.728 4.792 2.652 -0.0114 -0.0042 0.0240 0.071
H -2.048 3.907 1.283 -0.0170 0.0109 -0.0045 0.036
H -5.200 2.733 -0.195 -0.0073 0.0002 -0.0059 0.055
H -3.878 1.897 0.594 -0.0086 0.0116 0.0330 0.028
C -2.337 -2.277 4.417 -0.0052 0.0039 -0.0219 -0.294
P -2.023 -1.235 2.928 -0.0374 0.0097 0.0154 0.985
C -3.641 -1.337 2.075 0.0126 0.0017 0.0016 -0.398
C -3.678 -1.109 0.699 0.0077 0.0517 0.0697 -0.133
C -4.871 -1.123 -0.001 -0.0037 0.0036 -0.0208 -0.070
C -6.063 -1.349 0.674 0.0003 -0.0024 0.0034 -0.082
C -6.046 -1.561 2.044 0.0021 0.0043 -0.0004 -0.092
C -4.843 -1.559 2.741 0.0038 0.0145 0.0041 -0.103
C -1.038 -2.405 1.920 0.0144 0.0226 0.0183 -0.394
C 0.302 -2.098 1.694 -0.0113 0.0292 -0.0023 -0.109
C 1.103 -2.921 0.911 -0.0064 -0.0074 0.0168 -0.064
C 0.563 -4.072 0.359 -0.0035 -0.0027 -0.0135 -0.071
C -0.764 -4.406 0.605 0.0106 -0.0052 -0.0101 -0.089
C -1.563 -3.575 1.371 0.0005 -0.0103 -0.0181 -0.088
H -2.950 -1.734 5.138 -0.0010 0.0029 -0.0004 0.026
H -1.373 -2.485 4.883 -0.0015 -0.0004 -0.0020 0.033
H -2.822 -3.221 4.162 -0.0012 -0.0045 0.0075 0.041
H -2.753 -0.936 0.164 -0.1436 -0.1649 0.0886 -0.001
H -4.866 -0.966 -1.071 0.0045 0.0004 0.0011 0.112
H -6.998 -1.367 0.130 0.0009 0.0036 -0.0020 0.101
H -6.973 -1.738 2.576 0.0011 0.0009 0.0012 0.095
H -4.853 -1.733 3.809 0.0005 -0.0030 0.0051 0.087
H 0.711 -1.189 2.121 0.0010 -0.0134 -0.0058 0.070
H 2.132 -2.647 0.710 0.0022 0.0000 -0.0151 0.092
H 1.162 -4.700 -0.288 0.0033 0.0005 0.0023 0.108
H -1.182 -5.301 0.163 -0.0053 -0.0108 -0.0137 0.099
H -2.610 -3.817 1.515 0.0008 -0.0022 0.0017 0.111
N 5.833 -0.160 1.088 -0.0690 -0.0585 0.1109 0.172
C 4.562 -0.533 0.748 0.0864 0.0892 -0.0163 -0.510
O 4.328 -1.437 -0.029 -0.0189 -0.0502 -0.0087 0.071
C 3.466 0.230 1.425 0.0101 -0.0425 0.1135 -0.132
C 3.519 0.602 2.762 -0.0045 0.0208 -0.0212 -0.024
C 2.428 1.251 3.317 0.0047 -0.0027 -0.0160 -0.055
C 1.330 1.518 2.510 0.0167 0.0227 0.0054 -0.144
N 1.277 1.181 1.223 -0.0934 -0.0591 -0.0710 0.081
C 2.319 0.542 0.705 -0.0041 -0.0085 -0.0795 -0.116
H 6.565 -0.535 0.504 -0.0352 -0.0109 0.0359 0.095
H 5.978 0.774 1.430 -0.0074 -0.0046 0.0024 0.103
H 4.389 0.361 3.362 -0.0012 -0.0026 0.0068 0.113
H 2.417 1.537 4.360 -0.0021 0.0026 0.0012 0.100
H 0.448 2.008 2.910 0.0109 -0.0030 0.0004 0.048
H 2.256 0.268 -0.341 0.0221 -0.0218 0.0181 0.089
F 4.391 1.085 -1.745 0.0759 0.0351 -0.0576 0.105
C 5.015 0.720 -2.873 -0.0121 0.0092 0.0490 -0.137
C 6.306 0.310 -2.764 0.0006 -0.0233 -0.0399 -0.140
F 6.850 0.303 -1.536 0.0523 0.0453 -0.1207 0.083
C 7.101 -0.092 -3.869 -0.0067 0.0064 0.0113 -0.053
C 6.404 -0.014 -5.105 -0.0011 -0.0046 0.0083 -0.149
C 5.112 0.398 -5.217 0.0027 -0.0033 0.0236 -0.148
F 4.574 0.415 -6.440 -0.0260 0.0139 -0.0023 0.110
C 4.317 0.796 -4.108 0.0144 -0.0450 0.0012 -0.044
C 2.977 1.216 -4.210 0.0276 -0.0574 0.0245 -0.150
C 2.209 1.552 -3.065 0.0219 0.0473 -0.0028 -0.188
N 1.565 1.827 -2.148 0.0893 0.0845 -0.2071 0.093
C 2.269 1.328 -5.440 0.1189 0.0825 -0.0177 -0.206
N 1.665 1.467 -6.411 -0.0337 -0.0374 0.0123 0.160
F 7.040 -0.371 -6.228 -0.0009 0.0037 0.0030 0.104
C 8.438 -0.516 -3.750 0.0036 -0.0363 0.0020 -0.175
C 9.250 -0.888 -4.858 0.0053 0.0361 -0.0091 -0.227
N 9.973 -1.190 -5.704 -0.0028 -0.0147 0.0062 0.139
C 9.118 -0.616 -2.504 -0.0015 0.0411 -0.0096 -0.229
N 9.729 -0.710 -1.530 -0.0107 -0.0136 0.0114 0.135
O -0.703 -2.235 -2.224 0.0626 -0.7857 -0.2750 -0.374
N -1.932 -2.474 -2.109 0.0012 0.0776 0.0941 -0.140
C -2.339 -3.723 -2.304 -0.0377 -0.0360 -0.0639 -0.345
C -3.726 -4.007 -2.146 0.0022 0.0135 0.0146 -0.221
N -4.843 -4.264 -2.015 -0.0011 0.0028 -0.0087 0.123
C -1.448 -4.787 -2.643 0.0240 0.0225 0.0413 -0.223
N -0.748 -5.666 -2.895 -0.0013 -0.0028 -0.0022 0.140



No. 5
16
Properties=species:S:1:pos:R:3:forces:R:3:lowdin_charge:R:1 method="wB97M-V/def2-TZVPD" relative_energy_kj_mol=657.5 homo_lumo_gap_ev=7.963 energy_ev=-7851.345
C -0.164 1.660 0.728 0.0560 0.0151 -0.0169 -0.041
C -0.301 0.275 0.156 0.1330 0.1897 -0.3077 -0.503
C -1.230 -0.736 0.755 -0.2557 0.0265 -0.1127 -0.024
C 0.263 -0.985 0.764 0.6967 -0.1093 -0.1913 -0.240
C 0.813 -1.734 -0.397 -0.6512 -0.8380 0.2884 0.042
N 0.100 -1.256 -1.478 0.9351 0.3922 0.2531 -0.089
C -0.148 0.086 -1.344 -1.5116 -0.1700 0.0319 -0.002
H 0.842 2.048 0.546 -0.1033 -0.0053 0.0367 0.074
H -0.351 1.682 1.808 0.0268 -0.0818 -0.2004 0.084
H -0.878 2.330 0.238 0.0791 -0.0706 0.0760 0.085
H -1.648 -0.461 1.719 0.0059 -0.0636 -0.1636 0.113
H -1.853 -1.347 0.109 0.0786 0.0616 0.0974 0.108
H 0.786 -1.010 1.714 -0.0756 0.0266 -0.1997 0.128
H 2.094 0.389 -1.285 0.1820 0.3579 -0.0304 0.095
H 0.335 -1.621 -2.402 -0.1811 0.2101 0.4413 0.124
H 1.518 0.792 -1.578 0.5852 0.0588 -0.0021 0.045



No. 6
8
Properties=species:S:1:pos:R:3:forces:R:3:lowdin_charge:R:1 method="wB97M-V/def2-TZVPD" relative_energy_kj_mol=586.4 homo_lumo_gap_ev=10.053 energy_ev=-7701.765
C 0.230 0.800 -0.411 0.2421 -0.7514 0.5590 -0.140
N -0.608 1.267 0.448 0.7896 0.7640 -0.7592 0.014
O -1.204 0.380 1.248 -0.1725 1.3374 -0.5092 -0.136
O -0.666 -0.891 1.077 2.5794 -1.2926 -3.1273 -0.136
C 0.355 -0.749 -0.356 -3.2823 2.1754 3.4886 0.061
H 0.900 1.494 -1.032 -1.4885 -1.1363 0.9830 0.135
H -0.277 -1.249 -1.102 1.0974 -0.3089 0.1693 0.106
H 1.270 -1.052 0.128 0.2347 -0.7876 -0.8043 0.095